No. 1
Entry from the Open Molecules 2025 dataset: 9 unconnected molecules or ions with the total composition C5H29NO10 at a distorted geometry (the ωB97M-V functional and the def2-TZVPD basis).

```
45
Properties=species:S:1:pos:R:3:forces:R:3
C -0.53235 2.19934 -3.20571 0.8 -1.1 -0.2
C -0.54019 1.59969 -1.79704 -0.6 0.3 -0.1
C 0.75823 0.79880 -1.54001 -1.3 -0.8 -0.6
C 0.51120 -0.66905 -1.22382 -0.8 -0.9 -0.1
O 1.74432 -1.27916 -0.76191 -0.3 0.7 -0.6
N -0.78083 2.59504 -0.73255 0.0 -0.5 0.2
C -2.17581 2.84052 -0.41881 0.1 0.0 -0.1
O -2.92304 3.32954 -1.50983 -0.4 0.9 -0.2
H -0.44173 1.40548 -3.96858 -0.1 0.0 0.4
H -1.47261 2.68067 -3.37620 -0.1 0.8 -0.3
H 0.37508 2.78879 -3.36561 -0.4 0.6 0.1
H -1.45621 0.99241 -1.78029 0.6 -0.4 0.1
H 1.32053 1.30700 -0.75833 0.3 0.0 -0.3
H 1.25219 0.64452 -2.52126 0.5 1.0 0.6
H -0.28032 -1.01403 -0.56066 0.2 0.8 0.8
H 0.10341 -1.11268 -2.15568 0.8 -0.1 0.0
H 2.39602 -0.83202 -1.32296 0.3 -0.5 0.1
H -0.31283 3.46376 -0.95368 0.0 0.1 0.0
H -2.23264 3.63408 0.33595 0.2 -0.2 -0.1
H -2.67125 1.93808 -0.02880 0.6 0.3 -0.1
H -3.28238 2.65573 -2.08979 0.1 -0.6 0.3
O -2.14210 -1.09262 1.04918 0.0 0.0 0.3
H -2.44797 -0.48090 1.72362 -0.1 0.1 0.1
H -1.29951 -1.42302 1.42880 0.1 0.1 -0.3
O 1.55360 -0.49213 4.44942 -0.7 0.0 0.3
H 2.23032 -1.14066 4.64717 0.3 -0.1 -0.1
H 1.97628 0.22458 3.97371 0.3 -0.1 -0.2
O 0.40487 -1.66053 1.94318 -1.0 -0.6 0.4
H 0.30557 -1.53407 2.91035 0.7 0.4 -0.7
H 1.00782 -0.99938 1.58496 0.0 0.1 0.7
O 2.44606 0.37512 1.69975 -0.1 0.5 -0.6
H 2.27127 1.32229 1.60325 0.0 -0.1 0.2
H 2.28151 0.05781 0.79393 0.2 -0.3 0.0
O -3.17253 -3.50890 -0.43900 -1.0 -1.1 -1.8
H -2.28467 -3.74499 -0.73546 -0.2 0.6 1.2
H -3.34609 -3.04777 0.36930 1.2 0.4 0.6
O 4.94842 -1.29588 1.05298 0.6 0.0 0.6
H 4.73024 -0.35766 1.03301 -0.3 -0.3 -0.3
H 4.53229 -1.78327 0.34552 -0.3 0.2 -0.3
O -3.47707 0.16885 -1.17169 0.3 0.0 0.1
H -4.11353 0.22740 -0.45532 -0.4 -0.1 -0.1
H -2.69617 -0.16434 -0.69514 -0.3 -0.3 -0.1
O 2.62454 -3.42489 2.34732 -0.4 -0.3 0.3
H 1.67413 -3.51042 2.53272 0.5 0.0 -0.2
H 2.63392 -2.68114 1.74399 0.2 0.2 -0.1
```
Positions in Å, forces in eV/Å.

Results
- HOMO: -9.477 eV
- 2S+1: 1
- Energy relative to the best compared isomer or geometry (same formula, charge and spin): 88.9 kcal per mole
- SMILES string: C[C@@H](CCO)NCO.O.O.O.O.O.O.O.O
- Lowest unoccupied orbital energy: -0.0439 eV

No. 2
Entry from the Open Molecules 2025 dataset: a molecular structure, C5H2CdI2N2S2 at a distorted geometry (the ωB97M-V functional and the def2-TZVPD basis).

```
14
Properties=species:S:1:pos:R:3:forces:R:3
Cd 0.21476 0.87440 -1.51470 -0.1 -1.0 0.4
I -0.64514 4.07411 -1.27563 0.7 -0.8 1.7
C 0.05162 3.82256 0.84721 1.1 -1.5 -0.7
I 1.28352 1.95113 1.42987 -1.2 1.4 -0.9
H -0.74853 3.83683 1.54794 -0.8 -0.1 0.1
H 0.77682 4.57462 1.05548 0.3 0.6 -0.2
S 1.74718 -1.13080 -1.56085 -0.3 0.5 -0.4
C 0.58981 -2.13467 -0.70068 -1.2 1.6 -0.2
C 0.95234 -3.48685 -0.59915 0.6 0.0 1.0
N 1.32120 -4.56171 -0.45922 0.1 -0.8 -0.2
C -0.65043 -1.73466 -0.23793 0.7 -0.2 -1.1
S -1.73614 -0.50804 -0.83979 0.6 1.4 -0.1
C -1.32357 -2.48153 0.74170 0.1 -1.1 0.2
N -1.83345 -3.09538 1.56575 -0.3 -0.2 0.4
```
Positions in Å, forces in eV/Å.

Results
- HOMO: -7.863 eV
- 2S+1: 1
- Lowest unoccupied orbital energy: -2.5437 eV

No. 3
Entry from the Open Molecules 2025 dataset: C5H2Cl2O3 in the gas phase at a distorted geometry (the ωB97M-V functional and the def2-TZVPD basis).

```
12
Properties=species:S:1:pos:R:3:forces:R:3
O 2.50662 -0.77529 0.69115 0.2 -0.5 0.3
C 1.85207 0.02178 0.09611 -2.1 0.8 -1.1
O 2.35272 1.08888 -0.54514 3.6 -0.4 1.8
C 0.34153 -0.00828 -0.08215 0.6 -1.2 0.8
C -0.49739 -1.10726 -0.11066 3.7 -1.9 0.2
C -1.77637 -0.56890 -0.00251 -1.2 -1.0 -0.4
Cl -3.24305 -1.39976 -0.05229 -0.6 -0.4 0.0
C -1.65482 0.74889 0.05352 -0.2 3.6 0.6
Cl -2.80440 2.05248 0.19510 0.6 -1.1 -0.1
O -0.35952 1.17016 0.05644 -0.3 -1.6 -0.6
H 3.34996 1.02418 -0.18069 -2.7 0.6 -1.5
H -0.06735 -2.24689 -0.11890 -1.5 3.2 0.0
```
Positions in Å, forces in eV/Å.

Results
- HOMO: -9.263 eV
- 2S+1: 1
- Energy relative to the best compared isomer or geometry (same formula, charge and spin): 17.2 kcal per mole
- SMILES string: O=C(O)c1cc(Cl)c(Cl)o1
- Lowest unoccupied orbital energy: 0.4049 eV

No. 4
Entry from the Open Molecules 2025 dataset: C5H2ClF in the gas phase at a distorted geometry (the ωB97M-V functional and the def2-TZVPD basis).

```
9
Properties=species:S:1:pos:R:3:forces:R:3
C 0.11007 2.11630 1.23368 -2.5 -3.0 -3.1
C -0.06654 0.99437 0.64851 1.2 4.2 3.8
C 0.03938 -0.46559 0.52921 1.9 -0.7 -2.8
F -0.88839 -1.18297 1.13374 -1.4 0.0 1.0
Cl 1.62827 -1.04054 1.26934 -0.4 0.5 -0.3
C 0.02074 -0.89679 -0.93690 -0.8 -0.3 -1.1
C -0.24788 -1.25814 -2.07601 0.9 0.9 0.9
H -0.27995 3.16422 1.36791 1.1 -1.5 0.0
H -0.31570 -1.43086 -3.16948 0.0 0.0 1.6
```
Positions in Å, forces in eV/Å.

Results
- HOMO: -10.644 eV
- 2S+1: 1
- Energy relative to the best compared isomer or geometry (same formula, charge and spin): 29.9 kcal per mole
- SMILES string: C#CC(F)(Cl)C#C
- Lowest unoccupied orbital energy: -0.1619 eV

No. 5
Entry from the Open Molecules 2025 dataset: C5H2FN in the gas phase at a distorted geometry (the ωB97M-V functional and the def2-TZVPD basis).

```
9
Properties=species:S:1:pos:R:3:forces:R:3
C 1.41812 1.41477 -0.42540 -0.2 0.9 -0.3
C 1.13563 2.58635 -0.99549 2.8 -2.8 1.9
C 0.82973 0.37825 0.05977 -0.8 -1.0 -1.4
C -0.75864 0.54242 -0.30282 0.3 -0.1 0.0
C 0.02411 3.03926 -1.26926 -3.6 -0.8 -0.2
N -1.36361 1.47035 -0.78709 0.5 2.9 -1.0
F -0.63574 3.99132 -1.78240 -0.4 0.5 -0.2
H 0.92231 -0.71166 0.10347 1.0 0.8 0.7
H -1.33153 -0.37335 -0.20993 0.3 -0.4 0.5
```
Positions in Å, forces in eV/Å.

Results
- HOMO (spin up / spin down): -9.389 / -9.388 eV
- 2S+1: 1
- Energy relative to the best compared isomer or geometry (same formula, charge and spin): 72.0 kcal per mole
- Lowest unoccupied orbital energy (spin up / spin down): -0.6187 / -0.6191 eV

No. 6
Entry from the Open Molecules 2025 dataset: a molecular structure, C5H2I2N2S2Sn at a distorted geometry (the ωB97M-V functional and the def2-TZVPD basis).

```
14
Properties=species:S:1:pos:R:3:forces:R:3
Sn 7.72052 10.26622 1.67677 -0.2 -0.1 0.0
S 9.35225 8.36532 1.78804 -2.5 0.4 -0.2
C 10.63404 9.41583 1.78962 3.7 2.3 0.9
C 11.85640 8.68568 1.84316 1.5 -0.7 -0.3
N 12.85662 8.11035 1.82638 -0.5 0.2 0.1
C 10.86515 10.80040 1.88263 -2.4 -2.7 -0.6
S 9.53909 11.89535 1.77400 -0.7 0.1 0.1
C 12.14270 11.34549 1.78704 4.2 2.1 -1.2
N 13.16226 11.88038 1.52245 -2.9 -1.6 1.1
I 3.49686 7.26689 2.04498 0.5 -0.9 0.1
C 5.07495 5.79324 1.82705 -1.1 2.8 0.0
I 7.31409 3.43709 1.80064 0.2 -0.2 0.0
H 5.89748 6.50957 1.52723 -0.6 -2.3 0.1
H 4.63139 4.80530 1.65268 1.0 0.5 -0.2
```
Positions in Å, forces in eV/Å.

Results
- HOMO (spin up / spin down): -9.071 / -9.049 eV
- 2S+1: 1
- Lowest unoccupied orbital energy (spin up / spin down): -1.7115 / -3.6770 eV

| no. | total energy (eV) |
| --- | --- |
| 1 | -27619.78446 |
| 2 | -50631.37775 |
| 3 | -36403.55781 |
| 4 | -20451.94522 |
| 5 | -9417.65186 |
| 6 | -51896.46171 |